Record 1
Computed, not measured: 2 unconnected molecules or ions with the total composition C19H20N2O2 at a distorted geometry, with the ωB97M-V functional and the def2-TZVPD basis.

Geometry as XYZ:
```
43
Properties=species:S:1:pos:R:3:lowdin_charge:R:1
C -1.127 1.113 7.315 -0.14
C -3.042 -0.184 6.570 -0.01
C -3.979 -4.386 4.629 -0.06
C -0.585 -1.984 5.437 0.13
H 2.484 0.302 5.580 0.11
H -0.333 -1.436 1.288 0.08
H 0.287 -2.213 4.845 0.12
H -2.555 -0.412 1.577 0.06
H -1.795 0.967 2.387 0.06
H -1.810 0.873 0.625 0.07
C -1.982 2.091 7.821 -0.01
C -3.755 -3.949 5.925 -0.07
C 0.633 -0.084 6.546 -0.14
N 0.276 1.056 7.216 0.00
C -0.426 -0.403 1.560 -0.18
H -4.012 2.668 8.079 0.11
C -3.089 -4.055 3.622 -0.06
H -1.291 -3.026 3.125 0.11
C -2.658 -3.172 6.214 -0.05
H 1.892 1.724 8.405 0.10
C -3.341 1.914 7.703 -0.07
C 1.197 2.107 7.661 0.02
H -3.273 -4.377 2.610 0.11
C -1.982 -3.295 3.904 -0.01
H -2.472 -2.856 7.226 0.12
H -4.438 -4.235 6.710 0.11
H -1.569 2.974 8.271 0.10
H -4.849 -4.979 4.402 0.11
H 2.619 -0.553 7.120 0.10
C -1.716 0.285 1.538 -0.14
C -1.741 -2.805 5.203 -0.21
H 2.073 -1.403 5.683 0.09
C 2.023 -0.454 6.214 0.02
H -3.445 -1.035 6.057 0.10
H -4.941 0.679 6.974 0.11
C -0.533 -0.817 6.229 -0.08
N 0.732 0.289 1.815 -0.51
C -3.873 0.785 7.077 -0.06
O 0.663 1.513 2.090 -0.09
H 1.773 2.483 6.818 0.11
C -1.657 -0.036 6.705 -0.09
O 1.832 -0.318 1.759 -0.12
H 0.662 2.944 8.101 0.09
```

As for the charge: 0. As for the gap between HOMO and LUMO: 3.212 eV. The value obtained for the energy relative to the best compared isomer or geometry (same formula, charge and spin) is 170.0 kcal per mole. The calculation puts the LUMO energy at -2.32 eV. Its energy is -27097.080 eV.


Record 2
Computed, not measured: a molecular structure, C18H31Br12N2OS at a distorted geometry, with the ωB97M-V functional and the def2-TZVPD basis.

Geometry as XYZ:
```
65
Properties=species:S:1:pos:R:3:mulliken_spin:R:1
C -0.609 6.842 2.012 0.00
Br -1.296 -7.399 3.983 0.00
H 5.023 0.410 1.215 0.00
H -4.187 -1.397 1.254 0.00
C -1.262 3.123 -0.437 0.02
H -1.424 -0.864 -2.233 0.00
H -2.327 0.892 -0.195 0.00
H -2.109 3.140 0.255 0.00
Br -1.262 -3.094 -4.435 0.00
H 0.081 -2.215 1.031 0.00
H 0.145 -1.551 -1.923 0.00
C 0.313 -1.189 0.722 -0.01
H 4.589 -0.005 -0.454 0.00
H -0.025 3.044 1.703 0.00
H 1.071 -0.331 -3.984 0.00
H 1.853 1.166 -3.448 0.00
Br 0.991 5.970 2.628 0.00
Br 1.517 0.371 4.484 0.00
H -0.286 -5.265 4.715 0.00
H 2.066 -0.332 -2.516 0.00
H 2.611 0.946 0.571 0.00
C 0.460 2.248 1.129 0.02
H -1.470 0.690 1.313 0.00
H 0.603 1.405 1.807 -0.01
O 1.082 2.624 -1.697 0.55
C 0.927 -1.272 5.287 0.00
C -0.491 -0.693 -1.685 0.00
C -1.336 0.695 0.223 0.01
N 0.519 1.578 -1.233 0.33
H 1.424 2.641 0.801 0.00
C -0.639 -2.871 -6.242 0.00
H 0.353 -0.609 1.648 0.01
C -0.851 -0.696 -0.194 0.01
H -0.688 4.037 -0.276 0.00
H -1.623 3.118 -1.463 0.00
C 0.111 0.598 -2.289 0.03
Br -0.704 -1.907 4.493 0.00
C 4.403 -0.242 0.598 0.00
H -0.757 7.713 2.634 0.00
C -3.362 -1.278 -0.431 0.00
C 1.362 0.253 -3.107 0.02
C -1.999 -1.724 0.023 0.00
H -1.334 -3.389 -6.887 0.00
Br -0.641 -1.022 -6.766 0.00
Br 1.759 -6.613 4.399 0.00
C -0.001 -5.980 3.956 0.00
N -4.396 -1.149 0.284 0.00
Br 1.089 -3.673 -6.489 0.00
C -0.909 1.240 -3.242 0.04
C -0.410 1.886 -0.097 -0.02
Br -0.007 -5.046 2.276 0.00
H -0.501 2.139 -3.706 0.00
H -2.061 -2.012 1.081 0.00
H -1.728 -2.632 -0.534 0.00
H -1.134 0.513 -4.028 0.00
H 2.760 -0.112 2.005 0.00
H 4.701 -1.282 0.751 0.00
H -1.854 1.473 -2.744 -0.01
S 1.993 -1.309 0.053 0.00
Br -0.426 7.446 0.198 0.00
Br 2.292 -2.623 5.212 0.00
H 0.721 -1.064 6.327 0.00
C 2.922 -0.035 0.936 0.01
Br -2.156 5.719 2.223 0.00
H -3.474 -1.041 -1.494 0.00
```

As for the charge: 0. As for the gap between HOMO and LUMO (spin up / spin down): 7.684 / 8.074 eV. The calculation puts the LUMO energy (spin up / spin down) at -0.33 / -0.33 eV. Its energy is -875538.306 eV. Its expectation value of S² is 0.75. As for the spin multiplicity: 2.


Record 3
Computed, not measured: a molecular structure, C14H30BLaO4 at a distorted geometry, with the ωB97M-V functional and the def2-TZVPD basis.

Geometry as XYZ:
```
50
Properties=species:S:1:pos:R:3:lowdin_charge:R:1
C -3.983 1.096 0.247 -0.13
H 1.773 -0.532 0.497 0.11
H 2.410 0.119 -2.285 0.11
H -0.342 -1.307 -2.260 0.13
H -1.804 2.340 3.040 -0.02
H -2.584 2.640 -0.290 0.14
O -3.211 2.851 1.681 -0.14
H 5.982 0.737 1.042 0.08
H -0.034 0.664 0.014 0.10
C -2.031 -2.462 1.387 -0.06
H -2.508 4.020 3.177 -0.02
C 3.650 0.624 -0.652 -0.25
C 2.762 -0.381 -1.389 -0.15
La -1.029 3.561 4.851 1.30
C 1.524 -0.712 -0.546 -0.17
C -2.838 2.025 0.565 -0.19
O -1.721 -2.684 -0.820 0.15
H -3.383 -1.324 -2.214 0.14
O -1.694 -1.163 0.831 0.10
H 0.652 0.978 -1.551 0.14
H -4.789 0.493 -1.658 0.16
C 5.843 -0.224 -0.879 -0.25
H 3.683 0.368 0.411 0.11
C -3.443 -0.985 -1.189 0.09
H -3.094 -2.666 1.314 0.14
H -1.320 3.625 1.840 0.11
H -1.333 0.115 -2.299 0.11
C -2.153 3.250 2.446 -0.35
C 6.252 -0.207 0.590 -0.07
O 4.910 0.790 -1.223 -0.13
H -0.243 -3.136 0.578 0.15
H -1.973 1.423 0.838 0.10
C -3.826 0.459 -1.145 -0.16
C -0.779 -0.539 -1.641 0.07
H -1.470 -4.382 0.389 0.15
C -1.301 -3.316 0.377 -0.08
C 0.317 0.178 -0.891 -0.17
H -1.647 -2.501 2.391 0.15
H 3.159 1.594 -0.716 0.13
B -1.844 -1.307 -0.546 -0.77
H -4.140 -1.629 -0.669 0.14
H -4.875 1.712 0.219 0.13
H -3.159 1.067 -1.743 0.12
H 5.511 -1.212 -1.186 0.11
H -4.131 0.360 1.028 0.13
H 5.682 -0.959 1.127 0.07
H 1.244 -1.756 -0.636 0.11
H 6.723 -0.019 -1.474 0.12
H 3.300 -1.268 -1.697 0.11
H 7.303 -0.418 0.717 0.08
```

As for the charge: +2. As for the gap between HOMO and LUMO: 2.197 eV. The value obtained for the energy relative to the best compared isomer or geometry (same formula, charge and spin) is 0.0 kcal per mole. The calculation puts the LUMO energy at -9.96 eV. Its energy is -24707.560 eV.


Record 4
Computed, not measured: a molecular structure, C50H32N13S3Tl at a distorted geometry, with the ωB97M-V functional and the def2-TZVPD basis.

Geometry as XYZ:
```
99
Properties=species:S:1:pos:R:3:lowdin_charge:R:1
H -3.451 7.288 -4.205 0.11
C -3.865 -2.694 -3.644 -0.01
C 0.729 -3.360 0.160 -0.15
C -5.336 -0.918 1.623 0.00
H 5.816 -4.920 2.079 0.10
C 4.190 -4.664 3.456 -0.50
C -3.368 -0.526 -0.039 -0.28
N -3.280 -1.630 -0.717 0.22
C 2.053 2.704 -2.133 -0.10
H 0.283 -0.356 7.432 0.02
C 3.876 3.373 -0.797 -0.08
Tl -0.121 -0.059 0.419 0.90
N -1.314 -0.881 -1.776 0.09
H 3.315 -1.110 -3.967 0.10
N -2.876 2.874 0.022 0.23
C -1.969 -1.462 -5.352 -0.01
C 1.885 -4.480 1.915 -0.50
H -6.552 1.555 3.595 0.10
H -6.960 -0.780 3.006 0.10
C -3.101 1.621 0.364 -0.28
N 0.017 -2.640 1.015 0.00
C -0.897 3.600 -2.862 -0.17
N -1.084 2.836 -1.677 0.16
H 2.835 -4.266 5.092 0.09
C 1.147 -0.344 3.913 -1.16
C -6.136 -0.255 2.546 -0.07
N 2.185 -0.366 1.840 -0.06
C -0.988 -0.592 -3.091 -0.29
H 1.215 -3.894 3.878 0.09
C 6.370 -3.789 3.827 -0.15
H -1.252 -0.979 -6.000 0.11
C -3.685 5.351 -1.434 0.00
C -2.438 -1.561 -1.778 -0.28
C 3.199 0.037 1.153 -0.11
H 3.917 3.388 -2.954 0.11
H -4.793 -3.338 -5.463 0.10
C 3.339 3.169 -2.071 -0.02
H 7.404 -3.651 3.538 0.10
H -4.585 -3.155 -2.988 0.11
N 0.329 1.240 -2.669 -0.07
C -4.114 1.161 1.329 -0.08
C 2.218 -1.064 -2.129 -0.15
C 3.237 -0.203 -0.266 -0.27
C 5.497 -4.501 3.020 -0.09
H -4.727 2.847 2.494 0.12
C -4.325 -0.199 1.023 -0.09
H 1.185 2.652 1.159 0.11
C -4.900 1.809 2.257 0.00
N 0.233 3.482 -3.483 0.23
C 1.107 -3.768 2.814 -0.06
C 0.994 2.444 -3.164 -0.12
C -5.914 1.076 2.866 -0.07
C -1.860 -1.359 -3.978 -0.09
N 2.154 -0.748 -0.847 0.07
C -1.933 4.575 -2.939 -0.08
H -0.454 -2.310 2.981 0.07
H -0.628 -0.135 5.901 -0.04
C 0.030 -0.789 6.470 -0.42
C 3.818 -4.126 4.676 -0.08
C -3.039 -2.186 -5.861 -0.08
C 3.325 -0.828 -2.926 -0.05
C -2.200 3.299 -1.009 -0.16
N -2.678 0.607 -0.372 0.08
H -0.427 -1.765 6.603 0.03
C 4.428 -0.211 -2.352 -0.06
H -4.713 7.092 -2.112 0.11
C -2.214 5.593 -3.842 0.00
H 4.062 0.506 1.627 0.13
C 1.791 2.749 0.268 -0.04
H 1.337 -1.533 -2.543 0.09
H 3.543 3.399 1.309 0.11
S -0.379 0.300 3.551 0.51
H 5.298 0.019 -2.951 0.11
C -0.045 1.875 -1.451 -0.23
H 4.512 -2.925 6.318 0.11
C 1.663 -4.301 0.555 -0.07
C -2.805 -1.970 -3.131 -0.09
H -4.220 5.252 -0.503 0.12
C -2.674 4.453 -1.745 -0.08
H -5.516 -1.950 1.360 0.12
C 4.390 0.096 -1.007 -0.02
C -3.947 6.366 -2.335 -0.06
H 5.238 0.553 -0.519 0.11
H 4.902 3.698 -0.702 0.11
N 6.011 -3.234 4.970 0.06
C 3.114 3.191 0.341 -0.08
N -0.283 0.411 -3.480 0.19
C 1.292 2.466 -0.978 -0.15
H -1.659 5.678 -4.763 0.12
H -3.166 -2.269 -6.931 0.10
H 2.221 -4.872 -0.170 0.10
C -3.970 -2.792 -5.023 -0.08
C -3.224 6.482 -3.523 -0.06
N 2.183 -0.394 3.136 -0.11
S 1.567 -0.969 5.520 0.82
C 0.183 -2.870 2.311 -0.16
H 0.546 -3.165 -0.886 0.10
S 3.112 -5.664 2.422 1.00
C 4.767 -3.396 5.378 -0.14
```

As for the charge: 0. As for the gap between HOMO and LUMO (spin up / spin down): 4.696 / 4.996 eV. The value obtained for the energy relative to the best compared isomer or geometry (same formula, charge and spin) is 163.9 kcal per mole. The calculation puts the LUMO energy (spin up / spin down) at -1.82 / -1.75 eV. Its energy is -108933.967 eV.


Record 5
Computed, not measured: 4 unconnected molecules or ions with the total composition C25H49O13PS at a distorted geometry, with the ωB97M-V functional and the def2-TZVPD basis.

Geometry as XYZ:
```
89
Properties=species:S:1:pos:R:3:lowdin_charge:R:1
O 4.260 -4.553 1.255 0.11
H 3.476 -3.519 4.776 0.09
C 3.566 -2.767 -3.294 -0.58
C -2.171 3.918 -1.694 -0.18
O 2.613 -1.821 -3.097 -0.02
H -2.159 6.284 2.725 0.08
H -1.697 6.255 -1.594 0.11
C -1.524 2.751 1.432 -0.11
H -6.130 1.890 -3.310 0.13
H -0.069 -1.108 -1.014 0.09
S -3.504 0.620 -4.838 0.90
H -3.011 4.585 3.264 0.08
H -7.229 -0.193 1.532 0.08
C -1.477 4.390 1.447 -0.27
H 9.351 -4.052 3.655 0.10
C -1.273 5.205 -1.222 -0.21
C 9.700 -3.033 3.847 -0.05
O 2.807 -3.781 2.858 -0.01
C -4.894 -0.522 -3.113 -0.20
H -1.204 4.951 3.654 0.08
H -0.815 2.250 0.636 0.06
H -5.426 5.470 -0.692 0.08
H -2.630 2.439 1.136 0.04
H 5.186 -4.606 -2.302 0.10
H -6.042 -0.351 -3.313 0.15
H 1.030 -2.786 -4.042 0.10
C 5.563 -3.582 -2.391 -0.05
C -0.953 -0.385 -0.666 -0.18
C -4.257 0.836 -2.381 -0.51
C -5.401 2.036 -2.378 -0.15
O 3.586 -3.586 -4.199 0.11
O 2.062 -4.052 0.810 -0.01
C 3.155 -4.168 1.605 -0.55
H 6.362 -3.289 7.410 0.10
O 7.236 -2.961 4.894 0.10
C -2.422 -1.111 -0.690 -0.41
C 2.282 -4.428 -0.548 -0.04
H 3.039 -3.786 -1.009 0.07
O -2.337 0.528 -5.893 -0.32
O -3.040 1.069 -3.226 -0.26
C 6.826 -2.299 7.458 -0.05
H 6.211 -1.556 6.939 0.10
C -4.248 5.492 -0.761 -0.10
H 2.573 -5.482 -0.615 0.11
H 6.243 -3.392 -1.556 0.10
H -0.710 -0.064 0.447 0.08
H 1.342 -4.296 -1.092 0.10
C 8.193 -2.686 5.601 -0.56
H 0.862 -1.035 -3.809 0.09
C -0.939 5.276 0.380 -0.10
H 9.201 -2.320 3.183 0.10
H -0.216 6.157 0.731 0.11
H -1.348 2.364 2.535 0.09
H 1.963 -1.633 -5.065 0.10
H -2.555 -1.850 -1.618 0.09
C -6.567 0.288 0.689 -0.19
H -5.994 2.104 -1.356 0.10
C -5.451 -0.767 0.098 -0.42
H -5.946 1.200 1.144 0.08
O 4.492 -2.644 -2.310 -0.04
C -4.738 3.552 -2.606 -0.15
P -3.898 0.145 -0.598 0.99
H -3.833 5.702 0.338 0.08
H -2.110 3.891 -2.886 0.12
H -4.693 -1.501 -2.490 0.11
H -3.982 3.208 -0.482 0.09
H -0.991 0.589 -1.350 0.07
C 1.566 -1.832 -4.065 -0.05
H 6.120 -3.453 -3.325 0.10
H -1.648 2.902 -1.350 0.10
H -7.222 0.707 -0.216 0.08
H -5.974 -1.466 -0.711 0.08
H -0.221 5.098 -1.776 0.11
O 9.493 -2.679 5.213 -0.01
H -4.134 3.472 -3.620 0.10
O -4.256 -0.884 -4.419 -0.25
H 6.905 -2.006 8.509 0.09
H 10.775 -2.994 3.647 0.09
C 3.867 -3.851 3.810 -0.05
H 4.221 -4.882 3.918 0.10
C -3.765 4.003 -1.323 -0.31
O -4.694 1.370 -5.494 -0.32
H -2.472 -1.801 0.273 0.09
H -3.901 6.366 -1.495 0.09
H -5.615 4.339 -2.793 0.12
H -5.113 -1.481 0.967 0.09
C -2.057 5.119 2.836 -0.12
H 4.687 -3.186 3.524 0.09
O 8.142 -2.334 6.910 -0.01
```

As for the charge: 0. As for the gap between HOMO and LUMO: 7.336 eV. The calculation puts the LUMO energy at -0.30 eV. Its energy is -73448.762 eV. Its SMILES is CCP(CC)[C@]1(CC[C@H](C)CCC=C(C)C)COS(=O)(=O)O1.COC(=O)OC.COC(=O)OC.COC(=O)OC.


Record 6
Computed, not measured: a gas-phase ion, C32H27N2O2 (charge +1) at a distorted geometry, with the ωB97M-V functional and the def2-TZVPD basis.

Geometry as XYZ:
```
63
Properties=species:S:1:pos:R:3:lowdin_charge:R:1
H 1.688 5.319 2.147 0.12
C 0.787 3.397 1.874 -0.04
H 0.027 -2.810 -6.281 0.13
C 2.378 0.692 1.839 0.00
C 0.146 4.913 3.656 -0.05
C -3.464 -0.768 2.612 -0.04
C 0.692 -1.063 1.874 -0.12
C 1.657 -2.058 1.941 -0.01
H 1.379 1.163 -2.643 0.14
C -0.425 0.785 -1.539 -0.22
C -0.215 1.103 1.710 -0.07
C -0.988 1.980 -2.285 -0.13
H 1.667 0.303 -1.091 0.13
C 1.458 -2.068 -2.121 -0.32
N 0.985 -0.891 -2.675 0.04
H 2.673 1.734 1.955 0.11
C 3.000 -1.671 1.864 -0.06
C 1.289 -3.096 -3.148 -0.10
C 0.996 0.393 -1.952 -0.03
H -1.337 4.185 5.030 0.11
C 0.727 -2.523 -4.273 -0.08
O 1.933 -2.175 -0.978 0.10
C 0.481 -1.085 -3.987 -0.31
O -0.044 -0.231 -4.683 0.13
C -2.941 -2.060 2.440 -0.05
C -1.572 -2.270 2.262 0.01
C -0.880 2.737 3.528 -0.01
H -4.528 -0.622 2.825 0.12
H 0.261 5.880 4.134 0.11
C -2.625 0.359 2.529 -0.04
H -1.581 2.813 0.690 0.12
C 0.939 4.622 2.538 -0.05
C 1.397 -5.214 -4.222 -0.04
N -0.703 1.007 -0.048 0.08
C -0.752 -1.154 2.127 -0.12
H -3.021 1.360 2.718 0.12
C 0.829 -4.641 -5.377 -0.04
C 3.363 -0.313 1.852 -0.04
C -0.126 2.458 2.377 -0.18
H -3.046 1.996 -1.698 0.12
H -0.180 2.714 -2.457 0.13
C -1.828 1.992 0.014 -0.14
C -1.283 0.147 2.223 -0.15
H -1.117 -3.258 2.180 0.12
H -2.701 1.481 0.445 0.12
H -1.079 -0.079 -1.807 0.17
H 1.417 3.127 1.011 0.12
C 1.627 -4.435 -3.088 0.02
H 2.053 -4.826 -2.170 0.13
H -1.342 1.606 -3.261 0.13
H -2.227 3.575 -1.437 0.13
H -3.615 -2.913 2.448 0.11
C 1.051 0.291 1.741 -0.12
H 3.765 -2.449 1.810 0.12
C 0.477 -3.283 -5.410 0.02
H -1.509 1.969 3.979 0.11
H -1.212 0.073 0.062 0.17
H 1.654 -6.270 -4.222 0.11
H 0.660 -5.270 -6.253 0.11
H 1.322 -3.095 2.030 0.12
C -0.745 3.970 4.154 -0.05
H 4.424 -0.040 1.882 0.11
C -2.115 2.487 -1.392 -0.13
```

As for the charge: +1. As for the gap between HOMO and LUMO: 7.528 eV. The value obtained for the energy relative to the best compared isomer or geometry (same formula, charge and spin) is 6.8 kcal per mole. The calculation puts the LUMO energy at -3.74 eV. Its energy is -40691.071 eV. Its SMILES is O=C1c2ccccc2C(=O)N1C[C@@H]1CCC[N@@H+]1C1(c2ccccc2)c2ccccc2-c2ccccc21.